Entry 1:
Below is a molecular structure, C26H48NO10 in a non-equilibrium geometry, with properties calculated with ωB97M-V/def2-TZVPD.

Summary:
E_HOMO	-10.6	eV
total charge	+1
frontier orbital gap	6.93	eV
LUMO level	-3.7	eV
2S+1	1
ΔE to the lowest compared entry with this formula, charge and spin	267.4	kcal per mole
electronic energy	-49684.1642	eV

Cartesian coordinates (Å):
O -5.577 2.342 7.310
O 3.129 3.599 0.282
O -0.424 0.615 -4.317
O 0.364 -0.058 3.495
O -2.493 -0.894 4.064
O -0.255 -6.188 -2.967
O -1.629 1.637 4.306
O -3.348 1.733 1.188
O -6.075 -0.297 7.501
O 3.127 -0.822 -2.384
N -0.179 0.600 -0.336
C -2.531 1.711 -4.850
C -0.808 -4.039 -1.974
C 4.266 3.477 0.768
C -1.331 0.981 -5.148
C 5.042 2.325 0.582
C -1.105 0.588 -6.543
C -5.105 0.145 6.612
C 2.044 -1.809 -4.191
C -0.550 -0.460 -1.382
C 1.191 -0.814 4.076
C 4.800 4.639 1.659
C -0.863 -4.403 -4.601
C -4.811 1.558 6.668
C 3.188 -1.129 -3.529
C 0.294 1.774 -1.126
C -2.771 1.195 5.036
C -3.098 -0.221 4.869
C 4.506 -1.098 -4.304
C -0.607 -4.950 -3.138
C -1.155 0.898 0.671
C 0.932 -1.142 5.452
C -2.503 1.367 0.040
C -4.331 -0.725 5.543
C -3.607 2.101 5.915
C 2.328 -1.449 3.465
C 1.017 0.059 0.390
H -0.064 -4.672 -5.141
H -1.745 -3.216 -2.132
H -1.363 -0.280 -1.992
H 0.640 2.677 -0.545
H 0.342 -2.025 5.572
H 1.857 -1.461 5.776
H 3.995 5.411 1.928
H 2.541 -1.259 2.425
H 0.236 -0.441 6.166
H -2.616 2.665 -5.573
H -4.291 1.889 0.979
H 5.023 4.368 2.616
H 0.092 -3.628 -1.725
H -1.910 -0.003 -6.786
H 1.407 0.740 0.997
H 1.257 -1.030 -4.612
H -1.313 0.804 3.751
H 1.850 -0.292 -0.217
H -3.245 3.428 6.007
H -3.425 1.105 -5.001
H -0.883 1.272 -7.200
H 3.141 -1.148 3.953
H 2.389 -2.069 -4.960
H 1.675 -2.429 -3.630
H 0.287 -0.800 -1.919
H -3.246 0.686 -0.456
H -1.356 0.011 1.112
H -2.514 2.160 -3.819
H -2.552 2.312 -0.642
H 2.168 -2.597 3.620
H -4.446 -1.796 5.532
H -1.876 -4.857 -4.903
H -6.418 -1.165 7.142
H -1.427 -4.598 -1.121
H 4.641 1.493 -0.125
H 5.125 -1.878 -4.040
H 5.035 1.563 1.408
H 5.747 5.155 1.110
H -0.716 -1.356 -0.912
H -1.115 -3.370 -4.628
H -0.484 2.398 -1.877
H 4.280 -1.247 -5.348
H 1.180 1.642 -1.664
H -0.722 1.694 1.328
H 6.078 2.527 0.179
H 0.905 -0.890 1.131
H -0.219 0.063 -6.734
H 5.015 -0.368 -4.145

***

Entry 2:
Below is a molecular structure, C26H49MnNO4Si2 in a non-equilibrium geometry, with properties calculated with ωB97M-V/def2-TZVPD.

Summary:
E_HOMO (alpha / beta)	-4.0 / -7.3	eV
frontier orbital gap (alpha / beta)	3.80 / 7.07	eV
expectation value of S²	8.880
LUMO level (alpha / beta)	-0.2 / -0.2	eV
2S+1	6
ΔE to the lowest compared entry with this formula, charge and spin	0.0	kcal per mole
electronic energy	-84511.1435	eV

Cartesian coordinates (Å):
Mn 1.405 -1.683 0.491
Si 1.490 -4.131 2.317
Si -0.594 -2.153 -1.942
O 3.628 0.486 -1.951
O 2.582 -1.298 -1.026
O -2.684 3.142 -0.768
O -2.239 3.054 -3.058
N 2.502 -0.184 1.294
C -1.609 3.731 0.065
C 1.336 -5.764 1.400
C 4.232 1.408 0.784
C -1.499 5.183 -0.292
C 0.177 2.594 -2.752
C 3.209 -0.133 -0.979
C 1.081 -4.364 4.135
C 3.480 1.461 4.450
C -0.929 2.977 -3.700
C 0.276 -3.804 -2.125
C -3.360 2.453 -3.780
C -4.572 3.343 -3.724
C 4.301 1.760 2.119
C 2.455 0.233 2.607
C 1.487 -0.265 3.500
C 3.344 0.403 0.412
C -3.390 1.714 1.104
C 3.435 1.169 3.061
C 0.276 -2.940 1.526
C 1.545 0.059 4.848
C 2.560 0.911 5.325
C -0.106 -1.056 -0.470
C -0.263 -1.155 -3.497
C -2.431 -2.541 -1.774
C -3.223 1.827 -0.385
C 3.268 -3.511 2.215
H -2.475 5.677 -0.199
H 1.741 -6.581 2.011
H 5.013 2.512 2.450
H -0.976 -0.946 0.202
H -4.881 3.557 -2.697
H 0.311 3.313 -1.939
H -0.812 5.677 0.400
H -2.426 3.167 -1.817
H -0.174 -4.337 -2.977
H 1.118 2.565 -3.314
H 3.537 -2.962 1.296
H -4.098 0.909 1.313
H 4.259 2.143 4.797
H 0.692 -0.912 3.123
H -0.314 -1.802 -4.384
H 1.368 -3.481 4.723
H -2.440 1.451 1.582
H 0.804 -0.340 5.543
H -5.402 2.852 -4.236
H -0.988 -0.341 -3.635
H -4.168 1.754 -0.939
H 3.922 -4.394 2.279
H -1.128 5.327 -1.312
H 0.104 -0.050 -0.892
H -3.786 2.629 1.552
H -2.530 1.059 -0.763
H -0.747 3.968 -4.135
H 3.498 -2.867 3.076
H 0.175 -4.456 -1.248
H -3.030 2.276 -4.808
H -0.331 -2.410 2.280
H -0.994 2.241 -4.513
H 0.006 -4.536 4.280
H 0.283 -5.992 1.184
H -2.757 -3.200 -2.591
H 4.830 1.852 -0.007
H 1.344 -3.675 -2.347
H -2.634 -3.055 -0.824
H 0.046 1.586 -2.340
H 1.884 -5.746 0.448
H 2.612 1.151 6.388
H -0.434 -3.458 0.863
H 0.745 -0.718 -3.456
H 1.623 -5.231 4.538
H -0.682 3.171 -0.135
H -1.898 3.583 1.105
H -4.377 4.285 -4.243
H -3.560 1.486 -3.306
H -3.040 -1.625 -1.807

***

Entry 3:
Below is a molecular structure, C26H50FO2PV in a non-equilibrium geometry, with properties calculated with ωB97M-V/def2-TZVPD.

Summary:
E_HOMO (alpha / beta)	-14.9 / -14.9	eV
total charge	+3
frontier orbital gap (alpha / beta)	3.20 / 2.09	eV
expectation value of S²	6.109
LUMO level (alpha / beta)	-11.7 / -12.8	eV
2S+1	5
electronic energy	-69528.0570	eV

Cartesian coordinates (Å):
V 24.212 -23.294 -19.266
P 28.291 -20.329 -17.881
F 25.376 -24.885 -26.214
O 24.871 -21.342 -20.074
O 17.383 -21.827 -19.708
C 29.471 -21.996 -19.989
C 25.376 -23.554 -24.186
C 25.023 -21.282 -25.866
C 27.407 -17.890 -21.004
C 25.021 -19.133 -15.320
C 24.630 -17.934 -14.342
C 29.720 -20.508 -16.803
C 26.747 -20.323 -16.866
C 25.157 -22.267 -23.620
C 25.058 -21.137 -24.494
C 25.109 -22.611 -26.354
C 30.322 -23.252 -19.523
C 23.946 -20.292 -20.242
C 18.212 -21.194 -19.137
C 26.278 -16.932 -21.413
C 26.485 -19.114 -15.877
C 27.174 -18.388 -19.616
C 32.599 -19.064 -17.404
C 18.063 -21.001 -17.641
C 31.203 -18.411 -16.910
C 28.527 -18.770 -18.840
C 30.264 -19.253 -16.081
C 19.457 -20.629 -19.987
C 25.273 -23.722 -25.586
C 28.223 -21.769 -19.040
C 31.711 -23.317 -20.118
H 27.510 -18.709 -21.715
H 16.983 -20.901 -17.531
H 31.447 -17.511 -16.345
H 28.348 -17.355 -21.129
H 19.692 -19.565 -19.969
H 26.472 -17.819 -19.007
H 25.064 -22.671 -27.432
H 29.802 -24.154 -19.847
H 18.428 -20.025 -17.320
H 22.883 -20.529 -20.284
H 33.001 -18.485 -18.235
H 30.548 -21.026 -17.288
H 28.593 -17.996 -18.076
H 26.482 -15.924 -21.054
H 33.430 -19.120 -16.700
H 20.364 -21.092 -19.599
H 26.609 -19.297 -19.826
H 32.462 -20.096 -17.729
H 29.447 -18.830 -19.420
H 23.999 -19.560 -19.436
H 25.088 -20.129 -24.107
H 25.872 -20.133 -17.488
H 32.370 -24.086 -19.714
H 24.200 -19.151 -16.037
H 19.449 -20.946 -21.029
H 29.312 -21.233 -16.099
H 25.380 -24.391 -23.503
H 27.288 -21.689 -19.594
H 18.521 -21.819 -17.084
H 28.992 -21.884 -20.961
H 30.568 -23.198 -18.463
H 30.689 -18.019 -17.788
H 26.308 -16.811 -22.496
H 24.641 -16.964 -14.841
H 26.525 -18.225 -16.506
H 27.219 -18.945 -15.089
H 24.151 -19.689 -21.127
H 30.749 -19.662 -15.194
H 29.439 -18.636 -15.725
H 32.252 -22.379 -20.001
H 28.151 -22.665 -18.423
H 25.284 -17.270 -21.117
H 25.028 -20.398 -26.485
H 23.563 -18.019 -14.134
H 26.568 -21.291 -16.399
H 25.013 -17.932 -13.322
H 24.930 -20.039 -14.721
H 25.142 -22.188 -22.543
H 30.105 -21.110 -19.953
H 31.614 -23.604 -21.166

***

Entry 4:
Below is a molecular structure, C26H50HfNP3S in a non-equilibrium geometry, with properties calculated with ωB97M-V/def2-TZVPD.

Summary:
E_HOMO (alpha / beta)	-17.8 / -17.9	eV
total charge	+4
frontier orbital gap (alpha / beta)	4.62 / 4.71	eV
LUMO level (alpha / beta)	-13.2 / -13.2	eV
2S+1	1
ΔE to the lowest compared entry with this formula, charge and spin	0.0	kcal per mole
electronic energy	-69229.6129	eV

Cartesian coordinates (Å):
Hf -0.472 0.022 0.377
S -2.671 -0.399 -0.903
P 1.704 -1.332 0.714
P -0.810 0.192 2.774
P -0.201 -0.905 -3.024
N 3.314 3.469 0.503
C -0.622 -1.348 3.729
C -3.349 -4.889 -0.972
C 2.346 4.296 1.288
C 0.220 1.961 -0.310
C -2.401 0.781 3.373
C -0.705 3.186 -2.191
C -2.808 -4.298 0.179
C 0.568 3.390 -2.692
C 2.744 2.116 0.090
C 0.331 1.419 3.499
C -0.887 2.567 -0.948
C -2.661 -2.913 0.253
C -2.990 -2.133 -0.865
C -3.756 -4.085 -2.051
C 1.681 3.039 -1.942
C 1.553 -3.135 1.044
C 2.834 -0.929 2.127
C -4.568 -0.088 1.226
C 1.517 2.352 -0.730
C 2.983 -1.373 -0.611
C 4.613 3.341 1.216
C 1.318 -0.077 -3.455
C -1.364 -0.796 -4.378
C -0.051 -2.595 -2.444
C -3.631 -2.702 -1.986
C -4.181 1.092 0.710
H -0.860 0.008 -2.100
H 3.537 1.612 -0.480
H -2.351 -2.423 1.175
H -1.875 2.602 -0.459
H -3.997 -2.044 -2.775
H 3.818 -1.371 1.906
H 0.950 -3.622 0.268
H -1.450 -1.769 -4.884
H 1.376 1.082 3.446
H 4.455 2.758 2.129
H -4.772 -0.193 2.295
H 2.575 1.544 1.014
H 2.120 -0.808 -3.620
H 3.484 3.970 -0.387
H -1.162 -1.192 4.672
H -2.517 -4.916 1.031
H 2.965 0.152 2.261
H -2.463 0.598 4.450
H -0.870 -2.861 -1.757
H 1.593 0.611 -2.647
H -1.572 3.506 -2.764
H 2.836 5.254 1.486
H 0.431 -1.579 3.929
H 2.124 3.787 2.236
H 3.186 -0.365 -0.994
H -5.013 -0.859 0.593
H -2.538 1.842 3.137
H 2.456 -1.358 3.065
H 5.319 2.828 0.560
H 2.681 3.260 -2.317
H 1.437 4.462 0.704
H 2.680 -2.010 -1.451
H -3.696 1.855 1.316
H 1.127 0.509 -4.366
H 2.563 -3.575 1.053
H -1.009 -0.021 -5.076
H -0.115 -3.262 -3.320
H -4.573 1.442 -0.248
H -3.178 0.223 2.853
H -3.472 -5.978 -1.020
H 3.909 -1.780 -0.179
H 0.023 1.556 4.544
H 0.725 3.856 -3.664
H -4.224 -4.518 -2.939
H -2.349 -0.496 -3.985
H 1.077 -3.298 2.020
H 0.222 2.368 2.953
H 4.965 4.347 1.456
H -1.076 -2.195 3.194
H 0.897 -2.761 -1.912

***

Entry 5:
Below is a molecular structure, C26H50N2O3P2Ru in a non-equilibrium geometry, with properties calculated with ωB97M-V/def2-TZVPD.

Summary:
E_HOMO (alpha / beta)	-17.6 / -21.3	eV
total charge	+4
frontier orbital gap (alpha / beta)	3.09 / 4.12	eV
expectation value of S²	6.042
LUMO level (alpha / beta)	-14.5 / -17.2	eV
2S+1	5
electronic energy	-58006.4280	eV

Cartesian coordinates (Å):
Ru 0.385 -0.272 -0.813
P 2.375 -1.339 0.286
P -1.837 0.400 -1.842
O 1.233 2.539 -0.386
O 1.544 -0.538 -3.561
O -2.636 1.839 6.529
N -0.736 0.825 2.047
N -1.094 3.484 6.285
C -1.127 1.106 -4.551
C -1.885 -1.771 -3.662
C -2.868 2.542 -3.447
C 4.364 0.665 0.792
C 3.916 -3.754 0.323
C 4.074 -0.003 -1.587
C -3.733 0.109 0.212
C 2.670 -3.244 -1.795
C -2.752 -0.995 -2.665
C -2.587 2.375 -0.002
C 3.989 -0.491 -0.138
C -3.137 1.155 -0.737
C -1.626 1.667 -3.213
C -4.088 -0.605 -3.307
C -1.616 0.184 2.846
C 0.881 1.428 -0.533
C 2.665 -3.093 -0.275
C -1.985 0.698 4.074
C 2.456 -1.526 2.146
C 1.672 -2.754 2.627
C -1.774 2.370 5.858
C -0.414 2.516 3.723
C -1.369 1.870 4.514
C -0.127 1.928 2.503
C 1.958 -0.270 2.853
C 1.064 -0.475 -2.498
H 5.347 1.041 0.479
H 0.671 2.325 1.855
H -0.822 2.297 -2.791
H 2.046 0.630 2.233
H -2.036 -0.760 2.468
H -4.751 -0.040 -2.640
H -3.026 -0.694 0.465
H 3.508 0.931 -1.715
H 1.738 -2.893 -2.250
H -0.533 1.890 -5.044
H -3.946 -0.039 -4.238
H -0.819 -1.754 -3.409
H -4.623 -0.359 -0.231
H -2.961 -1.658 -1.809
H -2.208 -2.820 -3.671
H -1.348 3.835 7.218
H 3.712 -0.726 -2.324
H 3.509 -2.703 -2.250
H -4.610 -1.536 -3.570
H 1.769 -3.604 0.112
H -1.968 0.861 -5.216
H -3.411 2.873 0.528
H 2.515 -0.081 3.782
H -2.925 3.372 -2.733
H -0.906 -0.343 0.314
H -2.113 3.114 -0.660
H 1.338 -2.589 3.658
H -3.801 1.968 -3.383
H -0.005 -0.581 0.766
H 0.127 3.423 3.972
H -2.729 0.193 4.656
H 4.721 -1.304 0.002
H 3.532 -1.657 2.359
H 2.787 -4.307 -2.042
H 0.896 -0.391 3.097
H -1.844 2.057 0.735
H -2.825 2.967 -4.458
H 4.437 0.366 1.843
H -3.937 1.500 -1.410
H 5.129 0.213 -1.814
H -0.366 3.931 5.770
H 3.724 -4.835 0.379
H -4.040 0.587 1.151
H -0.476 0.233 -4.464
H -2.003 -1.377 -4.678
H 0.770 -2.940 2.026
H 4.786 -3.607 -0.332
H 3.652 1.498 0.708
H 4.178 -3.414 1.332
H 2.285 -3.663 2.619